Model A:
C2H6N2O3 | ωB97M-V/def2-TZVPD

Frontier orbital gap, eV: 9.480
2S+1: 1
HOMO energy, eV: -9.46
Net charge: 0
SMILES string: NN[C@H](O)C(=O)O

Each line ends with the Löwdin charge.
CARTESIAN COORDINATES (ANGSTROEM)
N 1.4864 -0.8184 1.1599  -0.02
C -0.5659 0.1300 0.3848  -0.35
O -1.1648 -1.1105 0.5617  0.00
N 0.9271 0.1435 0.4003  -0.12
H -1.5669 -1.3233 -0.3108  0.10
H 0.9205 -1.6586 1.3052  0.09
H 2.0089 -0.4354 1.9415  0.09
H -0.9106 0.8652 1.1225  0.16
C -0.6882 0.5393 -1.0949  -0.49
O -0.4591 1.8676 -1.2840  0.10
O -1.4158 -0.1278 -1.8340  0.12
H 0.4786 1.9522 -1.5310  0.13
H 0.9499 -0.0236 -0.8213  0.19

Model B:
C2H6N2O3 | ωB97M-V/def2-TZVPD

Frontier orbital gap (spin up / spin down), eV: 7.822 / 7.826
2S+1: 1
HOMO energy (spin up / spin down), eV: -8.47 / -8.48
Net charge: 0

Each line ends with the Löwdin charge.
CARTESIAN COORDINATES (ANGSTROEM)
C -1.2691 0.3446 -0.6214  -0.57
N -2.3570 -0.2819 -0.0741  0.17
C 0.3096 -1.0488 0.5699  0.09
N -0.0459 -0.3726 -0.4922  0.02
O -1.3077 1.4166 -1.1734  0.10
H -2.3637 -1.2776 0.0706  0.10
H -3.2447 0.1669 -0.2324  0.11
H -0.2767 -1.0020 1.4820  0.10
H 1.2038 -1.6481 0.5267  0.10
O 1.9021 0.6091 0.1679  -0.32
O 3.2500 1.0168 0.0125  -0.12
H 3.2798 1.8291 0.5390  0.07
H 0.9194 0.2479 -0.7752  0.15

Most stable to least stable: model A, model B

Model A:
H2N2O2S | ωB97M-V/def2-TZVPD

Frontier orbital gap, eV: 9.668
2S+1: 1
HOMO energy, eV: -9.29
Net charge: 0
SMILES string: NS[N+](=O)[O-]

Each line ends with the Löwdin charge.
CARTESIAN COORDINATES (ANGSTROEM)
N -0.2673 -0.0276 0.0521  -0.38
N -2.9242 0.2222 0.0303  -0.63
O -2.4297 1.2703 0.1097  0.03
O -4.0040 -0.1865 -0.0924  0.06
S -1.4879 -1.1168 -0.0471  0.86
H 0.5758 -0.1982 0.5038  0.01
H -0.0055 0.5209 -0.7659  0.05

Model B:
H2N2O2S | ωB97M-V/def2-TZVPD

Frontier orbital gap (spin up / spin down), eV: 7.872 / 7.871
2S+1: 1
HOMO energy (spin up / spin down), eV: -10.27 / -10.27
Net charge: 0

Each line ends with the Löwdin charge.
CARTESIAN COORDINATES (ANGSTROEM)
N 0.0620 -0.9460 -0.0545  0.04
N 1.0119 0.1029 0.0300  -0.52
O 2.1661 -0.1823 0.1300  0.09
O 0.5084 1.2251 -0.0089  -0.07
S -2.0104 0.2303 0.0530  0.63
H -0.0845 -1.7763 0.4419  0.04
H -1.6535 1.3462 -0.5915  -0.21

Most stable to least stable: model A, model B

Model A:
C5H7NO | ωB97M-V/def2-TZVPD

Frontier orbital gap, eV: 10.705
2S+1: 1
HOMO energy, eV: -9.79
Net charge: 0
SMILES string: CC(=O)[C@@]12C[C@@H]1N2

Each line ends with the Löwdin charge.
CARTESIAN COORDINATES (ANGSTROEM)
C 0.4838 -1.0749 1.6633  0.00
C 0.2181 0.3860 -0.4542  -0.35
N 0.3308 1.7706 -0.8656  0.11
C -0.9679 1.1972 -0.5007  -0.17
C -0.9294 -0.0530 -1.3182  -0.01
C 1.0865 -0.4198 0.4416  -0.37
O 2.2454 -0.5913 0.1351  0.10
H 0.3916 -2.1521 1.4885  0.09
H -0.4936 -0.6669 1.9330  0.08
H 1.1846 -0.9356 2.4902  0.09
H 0.4287 1.8537 -1.8798  0.09
H -1.6629 1.5972 0.2240  0.13
H -0.7987 -0.0124 -2.4022  0.10
H -1.5169 -0.8987 -0.9551  0.11

Model B:
C5H7NO | ωB97M-V/def2-TZVPD

Frontier orbital gap, eV: 11.007
2S+1: 1
HOMO energy, eV: -10.32
Net charge: 0
SMILES string: CC(=O)[C@@H](C)C#N

Each line ends with the Löwdin charge.
CARTESIAN COORDINATES (ANGSTROEM)
C 0.1520 -0.5168 1.8571  -0.05
C 0.4679 -0.1981 0.3973  -0.30
C 0.9620 -1.3576 -0.3586  -0.19
N 1.3172 -2.2648 -0.9821  0.16
C -0.7472 0.3633 -0.3579  -0.41
O -1.8504 0.2364 0.1167  0.11
C -0.4784 1.0850 -1.6647  0.00
H -0.7574 -1.1132 1.9462  0.09
H 0.9922 -1.0420 2.3110  0.09
H -0.0165 0.4058 2.4182  0.09
H 1.2373 0.5778 0.3363  0.15
H -0.9232 2.0853 -1.6272  0.09
H -0.9435 0.5542 -2.4998  0.09
H 0.5879 1.1848 -1.8926  0.08

Most stable to least stable: model B, model A

Model A:
C5H7NO | ωB97M-V/def2-TZVPD

Frontier orbital gap, eV: 10.626
2S+1: 1
HOMO energy, eV: -9.81
Net charge: 0
SMILES string: C/C=C\CN=C=O

Each line ends with the Löwdin charge.
CARTESIAN COORDINATES (ANGSTROEM)
O 0.2659 2.7285 -2.0678  0.14
C -0.4728 2.0879 -1.4141  -0.32
C 1.4108 -0.6091 1.1108  -0.10
C 0.6154 -1.1992 -0.0172  -0.16
C -0.5730 -0.8014 -0.4728  -0.12
C -1.3891 0.3442 0.0660  -0.21
N -1.3283 1.5214 -0.7812  0.12
H 1.5668 -1.3483 1.9052  0.08
H 2.4036 -0.3104 0.7545  0.08
H 1.0855 -2.0450 -0.5194  0.10
H -1.0076 -1.3185 -1.3271  0.10
H -1.0747 0.6240 1.0765  0.10
H -2.4417 0.0540 0.1324  0.11
H 0.9391 0.2719 1.5543  0.06

Model B:
C5H7NO | ωB97M-V/def2-TZVPD

Frontier orbital gap, eV: 10.886
2S+1: 1
HOMO energy, eV: -9.91
Net charge: 0
SMILES string: [H]/N=C\OC=C1CC1

Each line ends with the Löwdin charge.
CARTESIAN COORDINATES (ANGSTROEM)
O 0.7919 -1.2261 0.8822  -0.04
C -0.1083 -2.0553 1.4816  -0.31
N -1.3044 -2.3022 1.1712  0.11
C -0.3917 1.8216 0.3310  -0.08
C -0.4737 1.7285 -1.1909  -0.09
C -0.0253 0.5946 -0.3774  -0.22
C 0.4177 -0.6419 -0.3210  -0.11
H 0.3597 -2.5215 2.3467  0.12
H -1.5929 -1.7655 0.3513  0.04
H 0.4029 2.4253 0.7631  0.11
H -1.3209 1.8266 0.8957  0.11
H -1.4602 1.6838 -1.6465  0.10
H 0.2668 2.2715 -1.7744  0.10
H 0.5735 -1.2689 -1.1968  0.13

Model C:
C5H7NO | ωB97M-V/def2-TZVPD

Frontier orbital gap, eV: 9.211
2S+1: 1
HOMO energy, eV: -8.49
Net charge: 0

Each line ends with the Löwdin charge.
CARTESIAN COORDINATES (ANGSTROEM)
C -1.8926 -0.7861 0.2935  -0.09
C -0.9579 0.0007 -0.5777  -0.16
C -0.5163 1.2466 -0.2372  -0.27
N 0.2206 2.0995 0.1858  0.22
C 0.8492 0.3515 0.6188  -0.43
O 0.6645 0.0183 1.7389  0.11
C 1.9840 0.1316 -0.3352  -0.01
H -1.6143 -0.6656 1.3471  0.07
H -2.9373 -0.4769 0.1754  0.08
H -1.8281 -1.8497 0.0445  0.08
H -0.7967 -0.2951 -1.6109  0.12
H 2.2133 -0.9374 -0.3661  0.10
H 2.8506 0.6689 0.0596  0.10
H 1.7610 0.4939 -1.3365  0.09

Model D:
C5H7NO | ωB97M-V/def2-TZVPD

Frontier orbital gap, eV: 9.599
2S+1: 1
HOMO energy, eV: -8.67
Net charge: 0
SMILES string: CC1=CNC(=O)C1

Each line ends with the Löwdin charge.
CARTESIAN COORDINATES (ANGSTROEM)
C -1.8579 0.5979 -0.4160  -0.05
C -0.4557 0.2207 -0.0219  -0.27
C 0.5327 0.9364 0.5530  -0.06
N 1.5755 0.0662 1.0938  0.07
C 1.5392 -0.7748 -0.0467  -0.49
O 2.3900 -0.7917 -0.8958  0.11
C 0.0818 -1.2022 -0.1276  -0.05
H -2.1722 0.1717 -1.3770  0.08
H -2.0258 1.6792 -0.4490  0.08
H -2.5499 0.1913 0.3374  0.08
H 0.7615 1.9926 0.4650  0.13
H 2.5083 0.4438 1.2396  0.13
H -0.2152 -1.8297 0.7223  0.13
H -0.1124 -1.7015 -1.0771  0.12

Most stable to least stable: model A, model D, model B, model C